Here is a cluster of 9 separate species, C5H31N2O9 in total at a distorted geometry from the Open Molecules 2025 dataset. Energies are from ωB97M-V/def2-TZVPD.

Values from the calculation:
Strongest force on any atom   0.0416 hartree/bohr
Kohn-Sham gap   8.83 eV
LUMO level   -3.16 eV

```
! wB97M-V def2-TZVPD RIJCOSX def2/J DEFGRID3
* xyz 1 1
C 1.03 0.95 1.03
O 1.91 -0.15 1.37
C -0.25 0.33 0.49
C -1.30 1.31 -0.09
C -2.62 0.61 -0.55
C -2.67 0.21 -2.00
N -1.78 -1.03 -2.16
N -0.87 -0.58 1.46
H 1.56 1.48 0.23
H 0.82 1.37 2.00
H 2.30 -0.52 0.58
H 0.04 -0.31 -0.36
H -0.74 1.80 -0.90
H -1.56 2.09 0.62
H -2.72 -0.21 0.16
H -3.44 1.31 -0.35
H -2.29 0.97 -2.66
H -3.69 -0.03 -2.29
H -1.24 -1.06 -3.04
H -1.09 -0.90 -1.42
H -2.38 -1.85 -2.00
H -0.14 -1.06 1.96
H -1.37 -0.02 2.15
H 1.53 -0.71 -2.58
H 3.02 -0.71 -2.24
O 2.16 -0.87 -1.84
H 1.04 -0.29 5.08
H 1.26 1.01 4.49
O 0.56 0.54 4.96
H 2.40 -4.42 -0.06
H 1.87 -3.14 -0.49
O 1.91 -3.68 0.31
H -1.91 -4.07 -0.70
H -3.16 -3.41 -0.19
O -2.69 -3.58 -1.01
H 0.44 -0.97 -4.89
H 0.67 -2.17 -3.81
O 0.38 -1.26 -3.98
H 1.70 4.40 -0.96
H 2.38 2.98 -0.92
O 1.73 3.54 -0.51
H -2.18 2.47 2.86
H -0.68 2.27 3.52
O -1.24 2.29 2.74
H 3.81 2.48 1.99
H 3.42 1.00 1.77
O 4.05 1.58 2.21
*
```

Here are the Löwdin charges for atoms 1 to 8, given in e:
1 C -0.17
2 O -0.10
3 C -0.39
4 C -0.14
5 C -0.18
6 C -0.12
7 N 0.20
8 N 0.06


Here is an isolated molecule of C7H10 at a distorted geometry from the Open Molecules 2025 dataset. Energies are from ωB97M-V/def2-TZVPD.

Values from the calculation:
Strongest force on any atom   0.0729 hartree/bohr
Kohn-Sham gap (spin up / spin down)   6.53 / 7.78 eV
LUMO level (spin up / spin down)   -1.30 / -0.75 eV

```
! wB97M-V def2-TZVPD RIJCOSX def2/J DEFGRID3
* xyz 0 1
C -2.02 1.79 -0.22
C -0.94 0.04 -0.82
C -0.94 1.47 -0.94
C -0.09 2.38 -1.52
C 0.85 -1.48 -0.46
C 0.44 0.12 1.41
C -0.21 -0.71 0.28
H -2.64 1.07 0.21
H 0.96 2.07 -2.01
H -0.42 3.37 -1.55
H 1.00 -2.45 -0.02
H 1.74 -0.96 -0.30
H 0.52 -1.52 -1.51
H -0.34 0.59 1.94
H 1.22 0.71 0.96
H 0.97 -0.56 2.06
H -1.05 -1.34 0.71
*
```

Here are the Löwdin charges for atoms 1 to 8, given in e:
1 C 0.20
2 C 0.13
3 C -0.58
4 C 0.08
5 C -0.07
6 C -0.06
7 C -0.45
8 H 0.00


Here is a cluster of 3 separate species, C27H66N2O11P3 in total at a distorted geometry from the Open Molecules 2025 dataset. Energies are from ωB97M-V/def2-TZVPD.

Values from the calculation:
Strongest force on any atom   0.1888 hartree/bohr
Kohn-Sham gap   7.40 eV
LUMO level   -3.75 eV

```
! wB97M-V def2-TZVPD RIJCOSX def2/J DEFGRID3
* xyz 1 1
C 2.37 8.90 1.40
O 2.31 7.80 0.43
C 1.29 6.78 0.84
C 0.98 5.92 -0.56
C -0.51 5.30 -0.66
N -0.68 3.81 -0.59
C -0.47 3.04 -1.86
C 1.03 3.00 -2.49
C 1.97 1.72 -1.96
N 3.25 2.39 -1.44
O -1.90 3.40 -0.11
C -3.03 4.00 -0.78
C -3.84 5.16 0.12
C -3.70 4.67 1.68
C -5.41 5.34 -0.39
C -6.27 6.41 0.51
C -5.38 7.68 1.08
C -7.05 5.66 1.76
P 0.42 3.23 0.76
C -0.19 1.45 1.15
O 0.11 4.13 2.22
H 3.32 8.87 2.11
H 2.49 9.90 0.75
H 1.41 9.03 2.06
H 0.33 7.25 1.30
H 1.83 6.08 1.64
H 1.89 5.21 -0.70
H 1.08 6.74 -1.43
H -1.13 5.76 0.25
H -1.02 5.73 -1.65
H -1.19 3.36 -2.76
H -0.78 1.91 -1.63
H 1.63 4.00 -2.48
H 0.88 2.75 -3.65
H 2.32 1.08 -2.90
H 1.42 1.07 -1.15
H 4.08 1.77 -1.58
H 3.14 2.70 -0.45
H -2.86 4.45 -1.85
H -3.84 3.14 -0.93
H -3.31 6.19 -0.12
H -4.01 3.54 1.75
H -2.57 4.86 2.01
H -4.36 5.32 2.40
H -5.94 4.29 -0.27
H -5.51 5.66 -1.52
H -7.10 6.86 -0.20
H -4.87 7.43 2.13
H -6.16 8.54 1.32
H -4.52 8.02 0.35
H -6.47 5.73 2.78
H -8.15 6.09 1.94
H -7.22 4.49 1.57
H -1.22 1.54 1.73
H -0.41 0.80 0.20
H 0.53 0.84 1.84
H 0.24 3.51 3.03
O 6.25 -4.76 -1.85
P 4.92 -3.99 -1.99
O 5.33 -2.87 -0.85
C 6.35 -1.94 -1.17
C 5.96 -1.06 -2.34
O 4.11 -5.07 -1.02
C 4.25 -6.46 -1.28
C 5.09 -7.09 -0.18
O 3.42 -3.13 -2.14
C 2.46 -2.99 -1.11
C 2.75 -1.84 -0.16
H 7.29 -2.46 -1.37
H 6.50 -1.31 -0.28
H 5.88 -1.64 -3.26
H 6.71 -0.28 -2.50
H 4.99 -0.58 -2.17
H 4.69 -6.64 -2.26
H 3.25 -6.91 -1.28
H 6.05 -6.57 -0.06
H 5.29 -8.14 -0.40
H 4.58 -7.02 0.78
H 2.28 -3.92 -0.56
H 1.51 -2.77 -1.62
H 3.53 -2.11 0.56
H 1.85 -1.59 0.42
H 3.08 -0.95 -0.70
O -0.37 -5.63 -0.54
P -0.80 -7.00 0.05
O -2.34 -6.50 0.35
C -3.20 -6.27 -0.76
C -3.43 -7.54 -1.57
O -0.12 -6.66 1.53
C 1.21 -6.15 1.57
C 1.18 -4.69 1.96
O -1.27 -8.52 0.71
C -1.69 -8.74 2.05
C -3.16 -8.44 2.28
H -2.79 -5.48 -1.39
H -4.15 -5.91 -0.36
H -2.50 -7.87 -2.04
H -4.17 -7.36 -2.35
H -3.78 -8.35 -0.92
H 1.72 -6.30 0.61
H 1.76 -6.73 2.32
H 0.52 -4.10 1.31
H 2.18 -4.25 1.93
H 0.79 -4.57 2.98
H -1.06 -8.21 2.78
H -1.53 -9.80 2.24
H -3.34 -7.37 2.36
H -3.49 -8.89 3.22
H -3.78 -8.83 1.47
*
```

Here are the Löwdin charges for atoms 1 to 8, given in e:
1 C -0.13
2 O -0.26
3 C -0.19
4 C -0.15
5 C -0.15
6 N -0.42
7 C -0.15
8 C -0.15


Here is a structure of composition C5H6N2 at a distorted geometry from the Open Molecules 2025 dataset. Energies are from ωB97M-V/def2-TZVPD.

Values from the calculation:
Strongest force on any atom   0.1325 hartree/bohr
Kohn-Sham gap   10.23 eV
LUMO level   0.17 eV

```
! wB97M-V def2-TZVPD RIJCOSX def2/J DEFGRID3
* xyz 0 1
C 2.83 0.80 -0.08
C -0.14 -0.59 -2.10
C 0.69 -0.45 1.17
C 0.12 0.90 0.86
C 0.94 0.22 -0.15
N 3.93 0.66 0.09
N 0.71 0.07 -1.47
H -0.02 -0.64 -3.12
H -0.87 -1.22 -1.61
H 1.59 -0.28 1.72
H 0.16 -1.27 1.38
H -0.91 1.11 0.48
H 0.49 1.72 1.41
*
```

Here are the Löwdin charges for atoms 1 to 8, given in e:
1 C -0.14
2 C 0.02
3 C -0.04
4 C -0.08
5 C -0.36
6 N 0.03
7 N 0.04
8 H 0.05


Here is an isolated molecule of C2H3BF2O at a distorted geometry from the Open Molecules 2025 dataset. Energies are from ωB97M-V/def2-TZVPD.

Values from the calculation:
SMILES   O=C(F)CBF
Strongest force on any atom   0.0583 hartree/bohr
Kohn-Sham gap   11.68 eV
LUMO level   0.45 eV

```
! wB97M-V def2-TZVPD RIJCOSX def2/J DEFGRID3
* xyz 0 1
B -0.63 -0.96 -0.66
C 0.06 1.08 0.81
C 0.52 -0.16 0.03
O 0.19 2.18 0.47
F -0.59 0.84 1.97
F -0.12 -1.94 -1.31
H 0.91 0.13 -0.91
H -1.65 -0.40 -0.82
H 1.32 -0.77 0.43
*
```

Here are the Löwdin charges for atoms 1 to 8, given in e:
1 B -0.31
2 C -0.49
3 C -0.02
4 O 0.18
5 F 0.09
6 F 0.22
7 H 0.11
8 H 0.10


Here is a structure of composition C8H12LaO5 at a distorted geometry from the Open Molecules 2025 dataset. Energies are from ωB97M-V/def2-TZVPD.

Values from the calculation:
Strongest force on any atom   0.0472 hartree/bohr
Kohn-Sham gap (spin up / spin down)   2.86 / 2.84 eV
LUMO level (spin up / spin down)   -17.54 / -17.54 eV
Expectation value of S²   0.75

```
! wB97M-V def2-TZVPD RIJCOSX def2/J DEFGRID3
* xyz 4 2
O -2.64 -1.66 -0.31
C -2.26 -1.45 0.96
O -1.46 -0.52 1.33
O -2.87 -2.16 1.76
La -5.01 -3.88 0.41
C -0.86 0.43 0.50
C -0.26 1.46 1.06
C 0.56 2.44 0.26
C 2.05 2.35 0.52
O 2.29 2.69 1.95
C 3.27 3.34 2.32
O 3.51 3.65 3.51
H -0.88 0.22 -0.57
H -0.37 1.62 2.13
H -2.32 -1.10 -1.04
H 0.22 3.46 0.45
H 0.44 2.25 -0.82
H 2.61 3.07 -0.08
H 2.45 1.34 0.40
H 4.29 4.22 3.63
C -0.76 -4.20 -3.22
C -0.18 -3.05 -2.88
H -0.46 -5.14 -2.76
H -1.48 -4.26 -4.05
H -0.45 -2.11 -3.38
H 0.55 -2.99 -2.07
*
```

Here are the Löwdin charges for atoms 1 to 8, given in e:
1 O 0.08
2 C -0.59
3 O 0.17
4 O 0.03
5 La 2.62
6 C -0.04
7 C 0.00
8 C -0.13